No. 1
Entry from OMol25: C28H18FeIN5O6 as an isolated structure (ωB97M-V/def2-TZVPD).

Results
- Max |F|: 1.86 eV Å⁻¹
- E_HOMO (spin up / spin down): -10.34 / -10.34 eV
- <S²>: 0.783

Geometry as ORCA input:
```
! wB97M-V def2-TZVPD RIJCOSX def2/J DEFGRID3
* xyz 1 2
Fe 0.65570 0.38104 -0.43847
O -5.61039 1.04352 -2.82506
C -5.29915 1.56666 -1.75097
O -5.87571 2.17291 -0.84500
C -3.74961 1.41101 -1.45688
C -2.92557 0.80056 -2.40281
C -1.58742 0.68591 -2.09949
N -1.10113 1.11891 -0.93258
C -1.85277 1.77462 -0.05610
C -3.20670 1.93193 -0.28333
C -1.03953 2.29646 1.03796
C -1.52167 2.93720 2.16526
C -0.61766 3.37317 3.11860
C 0.74009 3.17642 2.90505
C 1.14287 2.53908 1.74717
N 0.27367 2.10159 0.83186
C -0.47419 0.29322 -2.99404
C -0.62955 -0.19882 -4.27394
C 0.49717 -0.37244 -5.06655
C 1.74457 -0.03552 -4.56247
C 1.83100 0.41386 -3.25929
N 0.75952 0.56066 -2.47891
H -3.36103 0.48138 -3.34108
H -3.86941 2.44091 0.40505
H -2.58383 3.08878 2.29572
H -0.96815 3.85760 4.01983
H 1.47668 3.51197 3.62061
H 2.18994 2.38571 1.52718
H -1.61470 -0.43861 -4.64986
H 0.39695 -0.75457 -6.07371
H 2.63863 -0.13016 -5.16127
H 2.78590 0.66142 -2.81107
O 2.46993 0.22586 0.26046
C 2.84684 -0.24487 1.35724
C 2.01780 -0.59242 2.44036
C 2.60637 -0.91449 3.68287
C 1.80315 -1.14213 4.75490
C 0.40085 -1.04955 4.65268
C -0.18587 -0.78173 3.44697
C 0.60558 -0.58280 2.29211
O 0.03675 -0.41301 1.14827
N 2.41123 -1.47377 6.05255
O 1.66670 -1.55430 7.00392
O 3.61157 -1.63935 6.07517
H 3.92628 -0.36364 1.50146
H 3.68198 -0.96308 3.79627
H -0.19611 -1.19912 5.54174
H -1.26081 -0.71845 3.34552
I -2.71674 -3.68691 -2.68948
C -0.76989 -3.13046 -2.26110
C 0.31760 -3.72379 -2.88658
C 1.59343 -3.28499 -2.56373
C 1.73869 -2.25873 -1.65133
N 0.69133 -1.68138 -1.05742
C -0.53879 -2.12469 -1.33980
H 0.17210 -4.51581 -3.60894
H 2.46512 -3.72826 -3.02393
H 2.71561 -1.88113 -1.37568
H -1.35521 -1.65337 -0.80593
*
```

***

No. 2
Entry from OMol25: C28H19I2N4O2PS3V as an isolated structure (ωB97M-V/def2-TZVPD).

Results
- Max |F|: 0.78 eV Å⁻¹
- E_HOMO (spin up / spin down): -2.06 / -1.57 eV
- <S²>: 0.762

Geometry as ORCA input:
```
! wB97M-V def2-TZVPD RIJCOSX def2/J DEFGRID3
* xyz -2 2
V -1.39158 0.48789 0.20756
O -2.54145 0.51120 -1.64511
C -1.77630 -0.51107 -1.65971
O -1.87087 -1.43840 -0.77185
C -0.70113 -0.68042 -2.69603
C -0.94188 -0.50699 -4.04785
C 0.07895 -0.73074 -4.96469
C 1.33690 -1.11197 -4.52070
C 1.58270 -1.25407 -3.15863
C 0.56873 -1.03744 -2.23582
P 0.74293 -1.05046 -0.39766
C 2.53697 -0.71759 -0.18260
C 3.08191 0.45996 -0.70126
C 4.40340 0.79821 -0.45128
C 5.19869 -0.02723 0.33476
C 4.66171 -1.18734 0.87200
C 3.34025 -1.52937 0.61528
C 0.64199 -2.83353 0.00842
C 1.46614 -3.77442 -0.60282
C 1.38770 -5.11504 -0.25200
C 0.48382 -5.52148 0.72133
C -0.34611 -4.58867 1.32691
C -0.27280 -3.25087 0.96624
H -1.92520 -0.18701 -4.36908
H -0.10554 -0.59978 -6.02453
H 2.13666 -1.28010 -5.23228
H 2.57907 -1.50651 -2.81716
H 2.46470 1.12617 -1.29202
H 4.80610 1.71760 -0.85939
H 6.22795 0.24337 0.53976
H 5.25257 -1.82980 1.51280
H 2.94115 -2.43433 1.05906
H 2.18356 -3.45560 -1.35123
H 2.04040 -5.83812 -0.72659
H 0.43390 -6.56377 1.01285
H -1.04845 -4.89816 2.09012
H -0.93731 -2.52509 1.41874
S -3.26050 -0.35018 1.61816
C -2.94965 0.36009 3.14754
C -4.05838 0.37871 4.08653
N -4.95530 0.40334 4.80658
C -1.76998 0.90919 3.54057
S -0.38547 0.94355 2.45874
C -1.61642 1.50278 4.84033
N -1.48181 1.98781 5.87692
C -2.67452 6.56948 -0.55523
C -2.46323 5.13194 -0.16868
C -3.34941 4.48695 0.68713
C -3.09358 3.15904 0.96100
N -2.04846 2.53732 0.44288
C -1.22624 3.22405 -0.40120
S 0.06033 2.27202 -1.00678
N -1.41458 4.52565 -0.70742
H -3.10602 7.14244 0.26642
H -3.36153 6.62680 -1.40287
H -1.72660 7.00996 -0.85713
H -4.19752 4.99834 1.11997
H -3.73266 2.56452 1.60455
I 1.12051 -0.74138 3.46156
I 2.97077 -3.00145 4.45487
*
```

***

No. 3
Entry from OMol25: C28H20IN6O2Re as an isolated structure (ωB97M-V/def2-TZVPD).

Results
- Max |F|: 0.54 eV Å⁻¹
- E_HOMO: -13.92 eV

Geometry as ORCA input:
```
! wB97M-V def2-TZVPD RIJCOSX def2/J DEFGRID3
* xyz 2 1
Re -0.06967 0.08495 -0.06924
O 0.89895 0.23627 -4.06504
C 0.88614 0.25190 -2.86958
N -0.25826 0.37215 -2.04165
C -1.48107 0.77640 -2.49363
C -1.81028 1.17486 -3.81133
C -3.09499 1.54976 -4.08058
C -4.09338 1.54639 -3.07892
C -3.81750 1.16727 -1.79702
C -2.49758 0.77190 -1.47402
N -2.04273 0.35289 -0.25719
C -2.87019 0.22986 0.88672
O -4.06505 0.20555 0.90319
C -2.04601 0.18626 2.14248
C -2.66661 0.14548 3.37760
C -1.87876 0.07858 4.51588
C -0.49862 0.03531 4.37321
C 0.04757 0.07018 3.10351
N -0.70819 0.16946 2.00234
C 2.14086 0.19631 -2.04574
C 3.37556 0.17020 -2.66625
C 4.51407 0.10553 -1.87784
C 4.37107 0.05438 -0.49891
C 3.10091 0.07446 0.04777
N 2.00044 0.16396 -0.70740
H -1.05913 1.17148 -4.58277
H -3.35898 1.85562 -5.08352
H -5.09789 1.85076 -3.33813
H -4.58600 1.15895 -1.04316
H -3.74682 0.16121 3.41751
H -2.33193 0.04785 5.49721
H 0.15398 -0.03506 5.23156
H 1.11694 0.00149 2.94877
H 3.41620 0.19740 -3.74613
H 5.49583 0.08629 -2.33063
H 5.22979 -0.00779 0.15378
H 2.94828 0.01049 1.11659
I -0.17779 6.39871 -0.86993
C 0.19291 4.54722 -0.04291
C 0.84412 4.26535 1.14052
N 0.85242 2.92833 1.27955
N 0.23844 2.32054 0.24872
C -0.16269 3.29765 -0.55934
H 1.29042 4.91312 1.87569
H 1.23651 2.39236 2.03933
H -0.69135 3.07685 -1.47358
C 0.22897 -1.62655 0.22573
C 0.56560 -2.95478 0.55832
C 1.38736 -3.70318 -0.29940
C 1.72777 -4.99714 0.04322
C 1.25137 -5.55131 1.22647
C 0.42722 -4.81820 2.07456
C 0.08039 -3.52236 1.74851
H 1.73767 -3.26969 -1.22708
H 2.35547 -5.58295 -0.61348
H 1.51815 -6.56652 1.48692
H 0.05207 -5.26696 2.98370
H -0.57202 -2.94943 2.39507
*
```

***

No. 4
Entry from OMol25: C28H20IrN6O6S4Se as an isolated structure (ωB97M-V/def2-TZVPD).

Results
- Max |F|: 1.25 eV Å⁻¹
- E_HOMO (spin up / spin down): -6.62 / -8.33 eV
- <S²>: 8.819

Geometry as ORCA input:
```
! wB97M-V def2-TZVPD RIJCOSX def2/J DEFGRID3
* xyz 0 6
Ir 1.43004 1.26633 1.46777
O 2.49260 0.93868 5.46157
C 2.22654 1.13317 4.32750
O 1.24210 1.17825 3.57733
C 3.78650 1.53127 3.29746
O 4.74290 1.57850 3.98900
O 3.43918 1.67522 2.12071
C -3.50572 1.16620 -4.02873
C -2.11482 0.95797 -3.50581
C -1.77479 -0.21952 -2.84375
C -0.50045 -0.39700 -2.33037
C 0.43130 0.61520 -2.47230
C 0.12415 1.78747 -3.14685
C -1.14748 1.94957 -3.66343
S 2.01046 0.47683 -1.68901
O 3.03833 0.88073 -2.59903
O 2.08623 -0.81483 -1.07127
N 1.90234 1.57196 -0.44525
C 2.28494 2.88621 -0.48841
C 3.01657 3.54836 -1.47956
C 3.31692 4.88164 -1.28083
C 2.90872 5.52980 -0.12017
C 2.20383 4.79722 0.81605
N 1.88277 3.52524 0.62178
H -3.96824 0.22011 -4.30520
H -3.50107 1.83122 -4.89080
H -4.11770 1.62024 -3.24914
H -2.51227 -1.00141 -2.71517
H -0.20592 -1.30984 -1.83276
H 0.89045 2.54254 -3.26920
H -1.39769 2.85725 -4.19805
H 3.36122 3.00528 -2.34541
H 3.88356 5.41763 -2.03045
H 3.15020 6.56683 0.05871
H 1.86696 5.23247 1.74932
S 2.10610 -6.39583 -0.47338
C 1.98522 -4.96185 0.32885
S 3.12960 -3.66074 0.20651
C 2.12076 -2.69798 1.29264
N 1.03595 -3.33304 1.66578
N 0.96793 -4.56806 1.16442
C -0.11873 -5.40256 1.57625
C -1.41433 -4.91313 1.49127
C -2.46985 -5.72355 1.87288
C -2.22871 -6.99976 2.35928
C -0.92770 -7.46467 2.47733
C 0.13461 -6.66860 2.08416
S 2.65932 -1.20352 1.84111
H -1.59217 -3.91282 1.12219
H -3.48317 -5.35722 1.78291
H -3.05668 -7.63134 2.65116
H -0.73634 -8.45036 2.87765
H 1.14910 -7.02393 2.18253
Se -1.10322 -0.83048 1.31855
N -0.45513 0.90320 1.15060
C -1.47952 1.68847 0.68028
C -1.40759 3.04888 0.42423
C -2.53575 3.71740 -0.05338
C -3.72541 3.03860 -0.26430
C -3.81822 1.67497 -0.01326
C -2.70713 0.98519 0.47294
N -2.71091 -0.34378 0.74643
H -0.48235 3.57600 0.60827
H -2.47479 4.77915 -0.25254
H -4.59942 3.57489 -0.61125
H -4.73406 1.12972 -0.19636
*
```

***

Number 1: energy -3364.1347 a.u.. Number 2: energy -4523.4509 a.u.. Number 3: energy -1933.4940 a.u.. Number 4: energy -5957.3522 a.u..